[1]
Density functional theory data (ωB97M-V/def2-TZVPD) for 2 unconnected molecules or ions with the total composition C4H6O4 at a distorted geometry.

Last column: Mulliken charge in e.
CARTESIAN COORDINATES (ANGSTROEM)
C: -0.58078 -0.54665 0.16859  -0.42
C: 0.95560 -0.53209 -0.15322  0.14
C: 0.84886 0.93270 -0.25094  0.21
C: -0.68173 0.87434 -0.24750  0.31
H: -1.63596 -2.26916 0.12129  0.36
H: -0.27981 -0.51290 1.17778  0.31
H: 0.94981 -0.84076 -1.14163  0.42
H: 3.46726 -0.71784 -0.26895  0.31
H: -1.27964 1.24597 -1.15727  0.30
H: -2.28324 1.44192 0.59635  0.27
O: -1.66021 -1.32626 -0.27320  -0.53
O: 1.87140 -1.17336 0.78772  -0.62
O: 1.78635 1.75234 -0.11890  -0.56
O: -1.47790 1.67174 0.75989  -0.50

The calculation puts the relative energy (zero: lowest compared OMol25 entry of this formula, charge and spin) at 947.2 kJ/mol. Its total charge is 0. The value obtained for the frontier orbital gap is 7.11 eV. The calculation puts the total energy at -12426.3558 eV.


[2]
Density functional theory data (ωB97M-V/def2-TZVPD) for a single C4H6O5 molecule at a distorted geometry.

Last column: Mulliken charge in e.
CARTESIAN COORDINATES (ANGSTROEM)
C: 2.06993 -0.31698 0.20317  0.67
C: -0.15199 -0.52770 -0.36737  0.20
C: -0.05079 0.97349 0.00996  0.90
C: -1.30398 -1.26701 0.27064  -1.52
O: 3.15976 -0.73469 0.55031  -0.59
O: 1.05396 -1.16278 -0.07042  -0.35
O: 1.70445 0.91585 0.01669  -0.48
O: -0.47099 1.30820 1.22114  -0.44
O: -0.52427 1.82355 -0.89257  -0.52
H: -0.05980 -0.70025 -1.51270  0.26
H: -1.11890 -2.23877 0.10117  0.49
H: -2.27345 -0.99226 -0.25646  0.32
H: -1.35150 -1.13100 1.28923  0.39
H: -0.48709 2.22437 1.24502  0.32
H: -0.19533 1.82597 -1.80781  0.37

The calculation puts the relative energy (zero: lowest compared OMol25 entry of this formula, charge and spin) at 167.6 kJ/mol. Its total charge is 0. The value obtained for the frontier orbital gap is 10.33 eV. The calculation puts the total energy at -14481.9442 eV. As for the SMILES: C[C@@H]1OC(=O)OC1(O)O.


[3]
Density functional theory data (ωB97M-V/def2-TZVPD) for a single C4H6O6 molecule at a distorted geometry.

Last column: Mulliken charge in e.
CARTESIAN COORDINATES (ANGSTROEM)
C: -0.12014 1.39781 -0.78810  -0.27
C: -0.35077 0.07721 -0.82165  -0.17
C: -0.57796 -0.72455 0.53123  0.76
C: 0.92316 -0.26754 1.02290  0.30
O: -0.15523 2.15365 0.31157  -0.56
O: -0.33735 -0.73958 -1.93791  -0.51
O: -0.70193 -2.10594 0.35724  -0.56
O: -1.56033 -0.06364 1.29484  -0.51
O: 1.06432 0.73927 1.60605  -0.55
O: 1.82948 -1.15628 0.51880  -0.46
H: -0.05148 2.02854 -1.60833  0.58
H: 0.52859 -0.36169 -2.33244  0.40
H: -1.37958 -2.32715 -0.30064  0.36
H: -2.17086 0.31066 0.72224  0.39
H: 0.38155 1.76803 0.99265  0.45
H: 2.67850 -0.72879 0.43157  0.35

The calculation puts the relative energy (zero: lowest compared OMol25 entry of this formula, charge and spin) at 120.2 kJ/mol. Its total charge is 0. The value obtained for the frontier orbital gap is 9.02 eV. The calculation puts the total energy at -16527.7310 eV. As for the SMILES: O=C(O)C(O)(O)/C(O)=C\O.


[4]
Density functional theory data (ωB97M-V/def2-TZVPD) for a single C4H6OS molecule at a distorted geometry.

Last column: Mulliken charge in e.
CARTESIAN COORDINATES (ANGSTROEM)
C: 1.05145 1.04578 -0.56538  -0.47
C: 0.29258 0.71719 0.64890  0.06
C: -0.67955 -0.49461 0.82743  -0.12
C: -0.79964 -1.33029 -0.51156  -0.58
H: 1.37762 0.33357 -1.46515  0.20
H: 1.90629 1.63217 -0.32146  0.28
H: 0.87142 1.24088 1.52840  0.29
H: -1.60204 -0.06450 1.29613  0.33
H: -0.20337 -0.75796 -1.35149  0.20
H: -1.69244 -1.58606 -0.66491  0.35
O: -0.25254 1.64402 -0.32415  -0.37
S: -0.26979 -2.38020 0.90326  -0.15

The calculation puts the relative energy (zero: lowest compared OMol25 entry of this formula, charge and spin) at 417.0 kJ/mol. Its total charge is 0. The value obtained for the frontier orbital gap is 9.93 eV. The calculation puts the total energy at -17123.8080 eV. As for the SMILES: C1O[C@H]1[C@H]1CS1.


[5]
Density functional theory data (ωB97M-V/def2-TZVPD) for 2 unconnected molecules or ions with the total composition C4H6OS at a distorted geometry.

Last column: Mulliken charge in e.
CARTESIAN COORDINATES (ANGSTROEM)
C: 1.82025 -0.62297 0.05098  -0.26
C: 1.38845 0.53338 -0.67421  -0.50
C: 0.86294 -0.88109 0.95188  -0.34
C: 0.12930 0.87176 -0.22213  -0.15
O: -0.18252 -0.09496 0.70551  -0.21
S: -3.43187 -0.17866 -0.71522  -0.24
H: 2.81375 -1.14190 -0.11060  0.31
H: 1.96874 1.18446 -1.29497  0.37
H: 0.96280 -1.48402 1.84237  0.38
H: -2.51832 -0.69713 -0.01576  0.12
H: -0.63513 1.53946 -0.38429  0.42
H: -3.17839 0.97167 -0.13355  0.10

The calculation puts the relative energy (zero: lowest compared OMol25 entry of this formula, charge and spin) at 172.2 kJ/mol. Its total charge is 0. The value obtained for the frontier orbital gap is 9.91 eV. The calculation puts the total energy at -17126.3449 eV. As for the SMILES: c1ccoc1.S.


[6]
Density functional theory data (ωB97M-V/def2-TZVPD) for a single C4H6OS molecule at a distorted geometry.

Last column: Mulliken charge in e.
CARTESIAN COORDINATES (ANGSTROEM)
C: -0.67630 -0.39842 0.66018  -0.56
C: -1.54696 -0.12446 -0.55029  -0.17
C: 0.86599 -0.14765 0.69397  0.28
C: 1.22300 0.66609 -0.53576  -0.94
O: -2.40001 0.67970 -0.64064  -0.44
S: 1.75162 -0.93560 1.81283  -0.24
H: -1.16602 0.16336 1.36970  0.34
H: -0.62959 -1.56324 0.90987  0.31
H: -1.45885 -0.78788 -1.40806  0.46
H: 2.31520 0.58088 -0.62013  0.33
H: 0.73969 0.20028 -1.46009  0.31
H: 0.98224 1.66694 -0.23157  0.32

The calculation puts the relative energy (zero: lowest compared OMol25 entry of this formula, charge and spin) at 204.4 kJ/mol. Its total charge is 0. The value obtained for the frontier orbital gap (spin up / spin down) is 8.64 / 8.64 eV. The calculation puts the total energy at -17126.0110 eV. As for the SMILES: CC(=S)CC=O.